{"formula": "CH2N2O2", "method": "ωB97M-V with the def2-TZVPD basis set", "smiles": "[H]/N=N/OC=O", "total_energy_ha": -299.2074, "homo_ev": -11.000, "gap_ev": 11.188, "symbols": ["H", "N", "N", "O", "C", "O", "H"], "positions_angstrom": [[-0.55, 1.23, -1.59], [0.14, 1.42, -0.87], [0.00, 0.42, -0.17], [0.89, 0.50, 0.93], [1.05, -0.60, 1.70], [1.73, -0.57, 2.67], [0.29, -1.47, 1.31]]}